Entry 1:
19
Properties=species:S:1:pos:R:3:forces:R:3 method="wB97M-V/def2-TZVPD" homo_lumo_gap_ev=9.4 e_above_lowest_kj_mol=361.7 homo_ev=-8.693 lumo_energy_ev=0.7
C 1.7036 1.8767 0.6438 0.3936 0.2367 0.1211
C 0.1220 -2.3616 -1.1903 0.5224 -0.4448 0.5392
C -1.7817 0.5424 0.2634 -0.5784 -1.0788 -0.8701
C -0.1459 -1.1610 -0.3401 3.1031 0.7440 3.0070
C 1.0927 -0.3350 -0.0556 -0.0940 2.3312 -5.4805
C -1.3992 -0.4501 -0.5196 -0.8031 1.1802 1.1433
C -2.3050 1.4271 1.0489 -0.0078 0.2586 0.1886
O 0.7055 1.0092 0.1398 0.9144 -1.7204 0.8116
O 2.2183 -0.6368 -0.4443 -0.8995 -0.0450 1.9435
H 0.3251 -1.1762 0.9363 -2.2502 -1.5098 -1.1957
H -2.0164 -0.7253 -1.3685 0.1066 0.0086 -0.0019
H 2.7061 1.4614 0.5245 -0.1214 -0.0813 -0.0412
H 1.5086 2.0694 1.7010 0.0266 0.0515 -0.0208
H 1.6513 2.8095 0.0837 -0.0753 -0.0133 0.0387
H 0.4660 -2.0228 -2.1710 -0.1662 0.0130 -0.0331
H -0.7462 -3.0125 -1.2806 -0.0078 0.0874 -0.0334
H 0.9497 -2.9336 -0.7684 -0.1061 -0.0404 -0.1069
H -3.0354 1.1508 1.7977 0.0403 -0.0905 0.0919
H -2.0193 2.4682 0.9993 0.0029 0.1132 -0.1011

***

Entry 2:
20
Properties=species:S:1:pos:R:3:forces:R:3 method="wB97M-V/def2-TZVPD" homo_lumo_gap_ev=8.3 e_above_lowest_kj_mol=132.5 homo_ev=-8.685 lumo_energy_ev=-0.4
C -1.3266 1.1546 -0.0308 4.2911 -5.5240 -0.0750
C -2.3657 -1.1583 -0.0510 0.3145 0.3850 0.4894
C -0.2987 -0.0234 -0.1440 -4.2194 5.3025 0.1138
C -1.0216 -1.2569 -0.1720 -0.8773 -0.3522 -0.0644
C 1.6215 1.4812 -0.7293 -0.1154 -0.2723 -0.0703
C 1.8102 -0.2367 1.1025 -0.0249 -0.0875 -0.1734
C 1.1756 0.1022 -0.2543 0.2590 0.0609 0.1803
O -3.9984 0.9787 -0.3020 -0.6378 0.2401 -0.0991
O -0.3278 -2.4080 -0.3538 0.2504 0.0402 -0.0180
S -2.8624 0.4678 0.4725 0.9281 -0.5065 -0.5832
H -1.0339 2.1710 0.1122 -0.0533 0.4561 0.0258
H -3.0627 -1.9752 -0.0191 -0.2244 -0.0700 -0.0033
H 1.3910 2.2395 0.0139 -0.0312 0.1272 0.1098
H 1.1255 1.7425 -1.6603 -0.0188 0.0955 -0.0989
H 2.6960 1.4827 -0.8940 0.0975 0.0426 -0.0001
H 1.4549 0.4508 1.8673 -0.0285 0.0621 0.0644
H 2.8919 -0.1550 1.0360 0.1354 -0.0132 0.0208
H 1.5569 -1.2518 1.3960 0.0015 -0.0957 0.1167
H 1.5106 -0.6527 -0.9763 -0.0455 0.0574 0.0369
H -0.9364 -3.1527 -0.4135 -0.0010 0.0518 0.0279

***

Entry 3:
21
Properties=species:S:1:pos:R:3:forces:R:3 method="wB97M-V/def2-TZVPD" smiles="C=CC(C=C)C=O.C#S(=O)O" homo_lumo_gap_ev="7.7 / 7.7" e_above_lowest_kj_mol=587.2 homo_ev="-9.317 / -9.322" lumo_energy_ev="-1.6 / -1.6"
C -1.0813 2.0698 -0.8436 -1.8235 -0.2427 -3.1890
C -2.9352 -1.4852 -0.3009 -1.1025 -0.0497 1.3085
C -0.7974 1.2217 0.0951 0.6993 -2.1180 0.5733
C -1.8955 -0.9866 0.3405 0.4141 -0.1841 1.3013
C 2.0818 1.1375 0.2773 2.2298 -0.3099 -0.4995
C -0.6580 -0.2476 -0.1703 -0.0418 -2.1033 -0.9127
C 0.3541 -0.9341 0.6973 2.0525 -1.2593 -1.9890
O 4.7183 0.1369 0.7344 -0.4967 0.1664 -0.9932
O 3.0670 -0.8001 -0.9462 0.3500 -0.9384 -0.5970
O 1.1219 -1.8707 0.3916 -1.8796 1.9061 0.3536
S 3.5610 0.4311 -0.1188 -2.3140 0.5107 1.7614
H -1.2843 3.0987 -0.7020 0.1191 0.8955 0.3714
H -1.3951 1.7069 -1.9295 1.1038 0.5937 2.3867
H -3.7690 -1.9316 0.2711 0.7313 0.0889 -0.1818
H -3.1840 -1.3687 -1.3215 0.3707 0.1587 -1.1005
H -0.6179 1.3269 1.1591 -0.1527 1.2639 0.0089
H -1.8102 -1.1435 1.4593 -0.5799 0.1449 -1.1946
H 2.3367 1.8605 1.0448 0.0001 0.4568 0.4808
H -0.3479 -0.6065 -1.1668 -0.7113 0.7769 -0.1238
H 0.3813 -0.5295 1.6575 0.1347 0.4342 2.4114
H 2.1540 -1.0859 -0.6285 0.8965 -0.1914 -0.1764

***

Entry 4:
23
Properties=species:S:1:pos:R:3:forces:R:3 method="wB97M-V/def2-TZVPD" homo_lumo_gap_ev="7.0 / 7.0" e_above_lowest_kj_mol=0.0 total_charge=-2 homo_ev="-0.893 / -0.891" lumo_energy_ev="6.1 / 6.1"
C -0.6972 -2.9884 1.0040 0.8896 -0.2890 1.8497
C -0.1486 -2.6070 -0.1537 0.6486 1.9669 2.4260
C -0.3429 -3.0283 -1.5960 -0.8530 -2.0022 0.4430
C 1.0101 1.6516 -0.7124 -2.5234 1.6576 -1.5675
C -1.1625 0.4859 0.0316 -1.8958 0.2967 -0.1491
C 1.0328 -0.5785 0.3053 -2.5773 -2.9036 -0.4109
C 0.2289 0.3038 -0.5835 -0.9815 1.6564 -0.0496
O -0.5182 -4.2873 -1.6819 0.4655 1.0445 -0.1127
O -0.2753 -0.4599 2.6790 2.5452 0.1579 -0.9954
O -0.4809 -2.1691 -2.4697 0.3426 0.5469 -0.3886
O 2.0992 -1.1918 2.6595 -0.3017 -0.4453 -0.5673
O 1.5880 1.1176 2.2465 -0.5267 -0.4089 -0.5327
S 1.1175 -0.2767 2.0821 -1.0042 0.5517 1.8997
H -0.5583 -2.3545 1.9536 -0.0764 -0.7028 -1.7283
H -1.1116 -3.9988 1.3594 0.1424 1.2298 -1.6070
H 1.9755 1.4549 -1.0637 1.8462 -0.4013 -0.0913
H 0.6055 2.3064 -1.6264 0.2600 -1.0727 1.9086
H 1.0373 2.2677 0.2267 -0.0754 -0.7767 -0.9165
H -0.9622 0.3863 1.1116 -1.2547 0.4598 -0.4603
H -1.7609 1.4582 -0.2170 1.4033 -1.3399 0.3025
H -1.8683 -0.3626 -0.2969 1.1874 1.0570 0.5696
H 1.9770 -0.7466 -0.1308 1.3136 -0.5340 0.0228
H 0.0080 -0.1906 -1.5454 1.0258 0.2511 0.1553

***

Entry 5:
23
Properties=species:S:1:pos:R:3:forces:R:3 method="wB97M-V/def2-TZVPD" homo_lumo_gap_ev="7.1 / 7.5" e_above_lowest_kj_mol=128.9 total_charge=-2 homo_ev="-1.206 / -1.522" lumo_energy_ev="5.9 / 6.0"
C 1.6978 1.9197 1.3153 1.5029 0.4261 0.1061
C 1.7418 1.6901 0.0275 0.2263 -0.5788 1.2777
C 2.7087 1.9307 -1.0752 0.1263 0.2517 -0.5963
C -1.6572 -1.7535 -1.2910 -1.9172 3.0067 -2.5717
C 0.2608 -1.7015 0.2039 4.3995 -0.0503 -2.0918
C -0.8692 0.4948 -0.2466 1.1031 -3.3688 2.3702
C -0.4603 -0.8354 -0.8001 -0.5241 -1.2336 -3.7187
O 2.3479 2.9660 -1.6835 0.4015 0.2414 -0.6794
O -0.5769 0.2112 2.4084 -0.8328 0.1229 -0.3472
O 3.7112 1.1973 -1.2669 -0.6646 0.2126 0.3259
O -2.5411 1.4005 1.3705 0.4050 -0.3855 0.9023
O -2.3679 -1.0539 1.2820 0.7647 1.5381 0.5398
S -1.6220 0.2451 1.3778 -1.3609 0.2548 -0.8305
H 0.8845 1.7527 1.9211 -2.3161 -0.6310 0.7267
H 2.4667 2.2572 2.0494 0.5274 0.0388 -1.2562
H -2.4894 -1.0329 -1.7510 1.3301 -1.2766 1.0879
H -1.4836 -2.3843 -2.1963 0.6079 0.0104 1.0005
H -2.1065 -2.2172 -0.4512 -0.4021 -0.7621 0.4464
H -0.2208 -1.9312 1.0728 -1.9623 -0.3299 1.9807
H 0.6118 -2.7734 -0.1960 -0.3609 2.5137 0.3584
H 1.0870 -1.0021 0.5428 -0.0506 -1.4973 -0.2995
H -1.2185 1.3101 -0.7636 -0.6399 1.5722 -1.2901
H 0.0953 -0.6899 -1.8501 -0.3632 -0.0755 2.5588

***

Entry 6:
18
Properties=species:S:1:pos:R:3:forces:R:3 method="wB97M-V/def2-TZVPD" smiles="C=C/C=C(/C=C)SC" homo_lumo_gap_ev=8.6 e_above_lowest_kj_mol=195.9 homo_ev=-8.456 lumo_energy_ev=0.1
C 0.4945 1.9634 0.6573 0.1234 -0.0082 1.2515
C 0.3334 -0.5466 -0.3814 0.1798 -0.3021 -0.3277
C 1.6564 -1.1804 -0.1578 -0.6657 -0.6183 0.5960
C 2.8576 -0.6296 -0.3123 0.3673 0.2939 0.1402
C -0.8017 -1.2737 -0.2092 -0.1071 -0.7813 -0.0830
C -2.2032 -0.8289 -0.1052 -0.5880 -0.8376 0.4070
C -2.7925 0.3225 -0.4108 -0.3269 0.3434 0.0851
H 0.5148 3.0614 0.5438 -0.0573 -0.5346 -0.0929
H 1.4192 1.6505 1.2064 -0.7732 0.2404 -0.4735
H -0.4004 1.6695 1.2580 0.7022 0.3409 -0.4183
H 1.5497 -2.1785 0.3263 0.3534 0.6034 -0.6579
H 3.0174 0.4089 -0.6342 -0.2919 -0.5863 -0.0738
H 3.7593 -1.1845 -0.0521 -0.2874 0.0601 -0.0330
H -0.7758 -2.4184 -0.0996 0.6650 1.8666 0.1592
H -2.8871 -1.6003 0.3540 0.8948 0.7304 -0.5944
H -2.2881 1.1845 -0.8415 -0.0815 -0.3018 0.0370
H -3.8585 0.4054 -0.1867 0.3140 0.1381 -0.1565
S 0.4049 1.1749 -0.9547 -0.4208 -0.6469 0.2349